DFT (ωB97M-V with the def2-TZVPD basis set) results for a cluster of 11 separate species, C36H101N7O11 in total.

Results
LUMO energy	0.4	eV
spin multiplicity	1
SMILES string	COC[C@H](C)N.COC[C@H](C)N.COC[C@H](C)N.COC[C@H](C)N.COC[C@H](C)N.COC[C@H](C)N.COC[C@H](C)N.CCO.CCO.CCO.CCO
Kohn-Sham gap	9.3	eV

Positions of all 155 atoms, in Å:
C -7.062 0.330 -4.418
O -7.976 -0.297 -3.547
C -8.692 -1.357 -4.144
C -9.592 -1.956 -3.057
C -10.604 -2.934 -3.587
N -10.371 -0.927 -2.344
H -6.410 0.997 -3.856
H -7.554 0.934 -5.187
H -6.403 -0.365 -4.947
H -9.256 -0.948 -4.993
H -8.042 -2.138 -4.556
H -8.969 -2.444 -2.303
H -10.086 -3.803 -4.005
H -11.287 -2.493 -4.317
H -11.252 -3.304 -2.792
H -10.978 -0.495 -3.039
H -9.682 -0.193 -2.187
C -15.121 5.360 -6.536
O -15.657 4.251 -7.220
C -16.953 3.868 -6.848
C -17.427 2.789 -7.802
C -17.537 3.233 -9.272
N -18.710 2.286 -7.337
H -14.061 5.431 -6.778
H -15.163 5.261 -5.445
H -15.601 6.309 -6.784
H -16.868 3.370 -5.875
H -17.663 4.702 -6.849
H -16.702 1.976 -7.712
H -18.080 4.174 -9.402
H -18.115 2.522 -9.863
H -16.537 3.375 -9.685
H -19.496 2.921 -7.433
H -19.018 1.507 -7.908
C -7.392 3.795 -1.103
O -6.101 3.912 -1.709
C -5.083 4.269 -0.793
C -3.721 4.223 -1.497
C -3.298 2.785 -1.901
N -2.673 4.660 -0.543
H -8.066 3.942 -1.944
H -7.573 4.588 -0.373
H -7.433 2.828 -0.600
H -5.219 5.310 -0.477
H -5.140 3.671 0.122
H -3.708 4.866 -2.374
H -2.351 2.832 -2.440
H -3.997 2.407 -2.659
H -3.309 2.052 -1.098
H -2.687 4.084 0.291
H -1.786 4.424 -0.970
C -21.229 -2.276 -3.052
O -19.884 -2.113 -3.451
C -19.758 -1.270 -4.580
C -18.276 -1.211 -4.940
C -17.387 -0.543 -3.887
N -18.076 -0.450 -6.190
H -21.186 -2.980 -2.223
H -21.933 -2.607 -3.820
H -21.625 -1.332 -2.660
H -20.269 -1.784 -5.403
H -20.170 -0.271 -4.401
H -17.935 -2.232 -5.112
H -17.697 0.481 -3.664
H -16.339 -0.568 -4.177
H -17.509 -1.070 -2.939
H -18.772 -0.634 -6.905
H -18.176 0.551 -6.031
C -11.500 -1.998 -7.813
O -10.378 -2.756 -8.184
C -9.510 -3.132 -7.157
C -8.527 -4.217 -7.531
C -9.272 -5.557 -7.762
N -7.658 -4.490 -6.396
H -12.192 -1.965 -8.654
H -11.234 -0.953 -7.623
H -12.031 -2.415 -6.953
H -8.947 -2.243 -6.846
H -10.073 -3.470 -6.277
H -7.969 -3.895 -8.410
H -10.090 -5.481 -8.487
H -9.659 -5.979 -6.835
H -8.594 -6.289 -8.207
H -7.065 -5.281 -6.613
H -8.144 -4.784 -5.558
C -14.817 5.796 -10.924
O -13.495 5.674 -10.473
C -13.217 4.375 -9.969
C -11.900 4.359 -9.233
C -10.717 4.506 -10.179
N -11.619 3.186 -8.407
H -14.899 6.807 -11.328
H -15.525 5.781 -10.087
H -15.175 5.114 -11.700
H -14.049 4.089 -9.315
H -13.202 3.643 -10.790
H -11.920 5.328 -8.718
H -9.758 4.588 -9.664
H -10.716 5.381 -10.828
H -10.670 3.546 -10.704
H -11.725 2.410 -9.060
H -12.402 3.030 -7.770
C -10.477 2.333 -3.861
O -11.401 1.282 -3.929
C -12.214 1.115 -5.078
C -13.238 2.242 -5.194
C -14.164 2.270 -3.953
N -13.917 2.118 -6.461
H -9.842 2.199 -2.985
H -10.943 3.321 -3.867
H -9.745 2.285 -4.677
H -11.626 1.112 -6.005
H -12.624 0.107 -4.979
H -12.664 3.174 -5.207
H -14.738 1.348 -3.875
H -14.815 3.147 -4.042
H -13.621 2.529 -3.042
H -14.424 1.236 -6.473
H -14.613 2.858 -6.579
C -15.121 -2.252 -8.124
C -14.964 -0.729 -7.950
O -15.301 -0.352 -6.651
H -16.180 -2.506 -8.097
H -14.526 -2.792 -7.386
H -14.704 -2.603 -9.073
H -15.655 -0.241 -8.650
H -13.943 -0.422 -8.178
H -16.271 -0.366 -6.486
C -13.912 -1.879 -3.172
C -14.025 -0.769 -2.153
O -14.072 -1.342 -0.836
H -13.019 -2.479 -2.991
H -13.860 -1.436 -4.171
H -14.751 -2.576 -3.157
H -14.913 -0.144 -2.223
H -13.114 -0.164 -2.135
H -13.205 -1.670 -0.583
C -9.125 6.726 -5.885
C -10.202 5.704 -6.173
O -9.617 4.637 -6.901
H -9.557 7.611 -5.415
H -8.584 6.975 -6.797
H -8.403 6.348 -5.156
H -10.932 6.221 -6.805
H -10.621 5.330 -5.235
H -10.305 4.064 -7.285
C -12.432 5.053 -1.055
C -11.020 4.471 -0.933
O -10.512 4.786 0.345
H -13.022 4.675 -0.217
H -13.029 4.664 -1.887
H -12.459 6.140 -1.101
H -10.404 4.821 -1.769
H -11.029 3.390 -1.070
H -10.290 5.721 0.363